Below is an isolated ion of composition C8H8N5O and charge +1 in a non-equilibrium geometry, with properties calculated with wB97M-V/def2-TZVPD.

The geometry in ORCA input format:
```
! RIJCOSX wB97M-V def2-TZVPD def2/J DEFGRID3
* xyz 1 1
C 3.47 0.14 -0.53
C 2.99 1.36 -0.07
C 2.69 -1.00 -0.44
C 1.69 1.45 0.36
C 1.41 -1.00 0.03
C 0.89 0.28 0.44
C -2.00 -1.77 0.41
C -2.98 0.37 -0.35
N 0.40 -1.88 0.12
N -0.71 -1.22 0.50
N -2.84 -0.80 -0.31
N -0.42 0.07 0.72
N -3.51 1.48 -0.74
O -1.34 0.93 0.85
H 4.47 0.02 -0.76
H 3.51 2.20 -0.23
H 2.85 -1.97 -0.89
H 1.30 2.39 0.66
H -2.43 -2.02 1.40
H -2.03 -2.77 -0.11
H -2.85 2.15 -0.36
H -4.56 1.58 -0.71
*
```

energy relative to the best compared isomer or geometry (same formula, charge and spin)	45.38	kcal/mol
E_HOMO (spin up / spin down)	-12.2 / -12.2	eV
structure (SMILES)	[NH2+]=C=NCn1nc2ccccc2[n+]1[O-]

Below is a 2-piece molecular cluster, C54H66N5 overall in a non-equilibrium geometry, with properties calculated with wB97M-V/def2-TZVPD.

The geometry in ORCA input format:
```
! RIJCOSX wB97M-V def2-TZVPD def2/J DEFGRID3
* xyz 1 1
C -2.79 -4.45 -4.12
C -3.16 -3.93 -2.74
C -3.93 -4.99 -1.95
C -3.90 -2.60 -2.87
C -5.27 -2.60 -3.09
C -5.94 -1.40 -3.34
C -5.24 -0.21 -3.40
C -3.86 -0.18 -3.16
C -3.11 1.14 -3.29
C -3.45 2.09 -2.15
C -3.35 1.80 -4.65
C -3.19 -1.38 -2.85
N -1.74 -1.38 -2.68
N -0.96 -1.87 -3.68
N 0.32 -1.77 -3.23
C 1.43 -1.73 -4.16
C 1.94 -0.49 -4.58
C 1.20 0.82 -4.29
C 0.07 1.04 -5.29
C 2.13 2.03 -4.25
C 3.09 -0.48 -5.36
C 3.69 -1.67 -5.78
C 3.15 -2.89 -5.39
C 2.01 -2.94 -4.58
C 1.39 -4.28 -4.21
C 2.45 -5.30 -3.79
C 0.52 -4.82 -5.34
C 0.34 -1.22 -1.94
C 1.58 -1.02 -1.23
C 1.73 0.12 -0.41
C 2.91 0.33 0.30
C 3.96 -0.59 0.22
C 3.82 -1.74 -0.58
C 2.65 -1.95 -1.29
C -0.96 -0.92 -1.58
C -1.46 -0.30 -0.44
H -2.25 -3.67 -4.68
H -2.15 -5.35 -4.05
H -3.70 -4.73 -4.69
H -2.23 -3.72 -2.19
H -4.27 -4.58 -0.99
H -4.81 -5.35 -2.51
H -3.28 -5.84 -1.75
H -5.81 -3.54 -3.07
H -7.01 -1.42 -3.55
H -5.74 0.73 -3.64
H -2.04 0.89 -3.21
H -3.15 1.65 -1.19
H -2.91 3.03 -2.28
H -4.53 2.29 -2.12
H -3.04 1.12 -5.45
H -4.41 2.04 -4.78
H -2.76 2.72 -4.72
H 0.75 0.73 -3.30
H -0.62 0.19 -5.29
H -0.49 1.95 -5.06
H 0.48 1.15 -6.31
H 2.94 1.88 -3.53
H 2.56 2.22 -5.24
H 1.57 2.92 -3.95
H 3.53 0.47 -5.67
H 4.58 -1.64 -6.39
H 3.62 -3.83 -5.70
H 0.74 -4.09 -3.34
H 3.13 -4.88 -3.05
H 1.97 -6.18 -3.35
H 3.04 -5.63 -4.66
H -0.18 -4.06 -5.70
H 1.15 -5.13 -6.19
H -0.05 -5.69 -5.01
H 0.91 0.84 -0.38
H 3.00 1.22 0.92
H 4.88 -0.43 0.81
H 4.64 -2.46 -0.63
H 2.53 -2.85 -1.91
H -0.76 -0.06 0.34
H -2.53 -0.19 -0.34
C -2.86 0.83 9.18
N -1.78 -0.09 8.87
C -2.01 -1.43 9.37
C -0.80 -2.32 9.22
C -0.16 -2.24 7.83
C -0.18 -0.87 7.22
C -0.87 0.18 7.89
C -0.67 1.50 7.45
C -0.06 1.76 6.25
C 0.38 0.70 5.38
C 0.87 0.93 4.06
C 1.20 2.23 3.57
C 2.45 2.51 2.95
C 2.84 3.79 2.58
C 1.92 4.87 2.74
N 2.22 6.12 2.28
C 1.25 7.19 2.38
C 3.38 6.42 1.47
C 4.55 5.52 1.79
C 4.17 4.05 1.94
C 0.68 4.62 3.36
C 0.31 3.34 3.73
C 0.40 -0.60 5.98
H -2.78 1.73 8.58
H -3.82 0.36 8.95
H -2.86 1.10 10.24
H -2.31 -1.35 10.43
H -2.87 -1.86 8.84
H -0.05 -2.02 9.97
H -1.09 -3.35 9.45
H 0.88 -2.59 7.92
H -0.66 -2.95 7.15
H -1.03 2.32 8.07
H 0.11 2.80 5.98
H 1.21 0.05 3.51
H 3.16 1.68 2.79
H 0.95 7.35 3.43
H 1.69 8.11 1.99
H 0.34 6.96 1.80
H 3.12 6.32 0.40
H 3.64 7.47 1.63
H 5.30 5.63 1.01
H 5.00 5.88 2.72
H 4.97 3.55 2.51
H 4.17 3.57 0.95
H -0.01 5.44 3.53
H -0.66 3.20 4.18
H 0.92 -1.41 5.45
*
```

energy relative to the best compared isomer or geometry (same formula, charge and spin)	0.00	kcal/mol
E_HOMO	-7.6	eV

Below is a 6-piece molecular cluster, C31H58F9N2O7 overall in a non-equilibrium geometry, with properties calculated with wB97M-V/def2-TZVPD.

The geometry in ORCA input format:
```
! RIJCOSX wB97M-V def2-TZVPD def2/J DEFGRID3
* xyz 1 1
C -3.42 1.69 -0.25
C -3.06 1.68 1.24
C -3.33 0.26 1.89
N -2.98 0.25 3.39
C -4.09 1.01 4.10
C -3.96 0.92 5.68
C -4.17 -0.46 6.18
C -3.20 -1.41 5.42
C -3.36 -1.11 3.88
C -1.67 0.55 3.76
H -3.06 0.69 -0.66
H -2.90 2.62 -0.72
H -4.50 1.70 -0.42
H -3.61 2.50 1.70
H -2.00 2.08 1.17
H -2.72 -0.56 1.55
H -4.32 -0.12 1.61
H -5.16 1.04 3.61
H -3.70 2.11 3.86
H -4.70 1.47 6.00
H -2.97 1.18 6.08
H -5.32 -0.62 5.98
H -3.90 -0.54 7.27
H -3.57 -2.45 5.52
H -2.33 -1.11 5.85
H -4.26 -1.35 3.61
H -2.72 -1.86 3.29
H -1.49 1.77 3.88
H -1.11 -0.09 3.08
H -1.47 0.50 4.84
C 1.59 1.24 -5.59
C 2.45 1.47 -4.33
C 1.53 2.16 -3.32
N 2.17 2.31 -1.89
C 3.33 3.20 -1.99
C 3.91 3.77 -0.56
C 2.74 4.43 0.20
C 1.58 3.45 0.30
C 1.10 2.90 -1.10
C 2.64 0.97 -1.23
H 1.37 2.24 -5.96
H 0.72 0.57 -5.42
H 2.34 0.84 -6.62
H 3.28 1.89 -4.58
H 2.87 0.39 -4.12
H 0.53 1.64 -3.24
H 1.28 3.07 -3.46
H 3.10 4.09 -2.60
H 4.13 2.81 -2.69
H 4.78 4.57 -0.81
H 4.21 2.89 0.08
H 2.45 5.35 -0.20
H 3.20 4.64 1.24
H 0.78 3.88 0.82
H 1.80 2.71 0.97
H 0.76 3.86 -1.65
H 0.48 1.98 -0.73
H 3.22 0.46 -1.84
H 1.85 0.36 -1.07
H 3.24 1.09 -0.44
C 0.03 -1.01 0.42
O 0.20 0.30 1.02
H -0.72 -1.52 1.14
H 0.94 -1.64 0.30
H -0.35 -0.92 -0.66
C 3.51 -1.52 2.56
C 3.28 -0.07 3.02
O 4.47 0.63 2.90
C 4.42 1.87 3.06
O 3.45 2.53 3.53
C 5.76 2.63 2.84
F 5.71 3.92 3.16
F 6.60 2.06 3.70
F 6.22 2.42 1.56
H 3.98 -1.61 1.63
H 2.54 -2.30 2.72
H 4.07 -1.96 3.14
H 2.67 -0.09 3.94
H 2.43 0.20 2.43
C -1.68 -5.24 -1.77
C -2.10 -3.91 -1.12
O -2.86 -3.18 -2.13
C -3.69 -2.18 -1.83
O -3.91 -1.79 -0.68
C -4.44 -1.73 -3.03
F -5.26 -2.75 -3.52
F -5.22 -0.72 -2.75
F -3.58 -1.17 -3.87
H -2.42 -5.95 -2.00
H -1.11 -6.10 -1.11
H -1.16 -4.91 -2.69
H -1.38 -3.18 -0.79
H -2.75 -4.26 -0.36
C 1.77 -3.07 -1.80
C 1.10 -2.36 -3.04
O 0.88 -3.31 -3.96
C 0.29 -2.94 -5.11
O 0.13 -1.83 -5.46
C 0.11 -4.18 -6.05
F 1.31 -4.89 -5.97
F -1.00 -4.80 -5.58
F -0.20 -3.88 -7.30
H 2.07 -2.43 -0.96
H 2.59 -3.47 -2.39
H 1.24 -3.73 -1.41
H 1.66 -1.46 -3.54
H 0.00 -2.12 -2.78
*
```

energy relative to the best compared isomer or geometry (same formula, charge and spin)	0.00	kcal/mol
E_HOMO	-9.1	eV

Below is a 2-piece molecular cluster, C4H13N2O2 overall in a non-equilibrium geometry, with properties calculated with wB97M-V/def2-TZVPD.

The geometry in ORCA input format:
```
! RIJCOSX wB97M-V def2-TZVPD def2/J DEFGRID3
* xyz 1 1
C -1.18 -0.01 2.13
C 1.19 -1.16 -2.08
C -0.58 -0.61 0.84
C 0.19 0.36 0.14
N 1.34 0.95 0.64
N -0.57 1.19 -0.81
O 1.06 -0.11 -2.84
O -1.60 -1.07 0.03
H -2.22 0.09 2.01
H -0.52 0.86 2.30
H -1.00 -0.74 2.93
H 0.52 -2.00 -2.07
H 2.10 -1.27 -1.31
H 0.17 -1.42 1.19
H 1.94 0.21 1.03
H 1.57 1.83 1.06
H -1.55 0.94 -0.75
H -0.19 1.04 -1.81
H -0.47 2.16 -0.53
H 1.72 0.51 -2.62
H -1.92 -1.75 0.52
*
```

energy relative to the best compared isomer or geometry (same formula, charge and spin)	151.26	kcal/mol
E_HOMO (spin up / spin down)	-11.0 / -11.7	eV

Below is a single C2H4N2O2S molecule in a non-equilibrium geometry, with properties calculated with wB97M-V/def2-TZVPD.

The geometry in ORCA input format:
```
! RIJCOSX wB97M-V def2-TZVPD def2/J DEFGRID3
* xyz 0 1
C -1.22 0.29 0.63
C -0.27 -0.47 -0.23
N -0.56 1.39 1.09
N -1.19 2.41 1.71
O 0.93 3.70 1.86
O -2.40 0.01 0.72
S -0.47 3.61 2.27
H 0.47 1.55 1.10
H -0.42 -0.10 -1.32
H -0.58 -1.52 -0.43
H 0.75 -0.59 0.14
*
```

energy relative to the best compared isomer or geometry (same formula, charge and spin)	45.66	kcal/mol
E_HOMO	-9.9	eV

Below is C20H45GaN2OP3S as an isolated structure in a non-equilibrium geometry, with properties calculated with wB97M-V/def2-TZVPD.

The geometry in ORCA input format:
```
! RIJCOSX wB97M-V def2-TZVPD def2/J DEFGRID3
* xyz 3 1
Ga -0.19 0.81 0.28
P 2.16 0.30 -0.18
P -0.43 2.37 -1.60
P -0.31 -1.33 1.74
H -2.22 0.01 -1.77
C -2.35 -0.31 -0.74
C -3.06 0.45 0.14
H -3.46 1.41 -0.18
C 2.41 -0.93 -1.51
C 3.16 1.72 -0.76
C 3.20 -0.38 1.17
C -2.13 2.93 -1.95
C 0.48 3.92 -1.28
C 0.18 1.78 -3.22
C -1.99 -1.80 2.31
C 0.61 -1.12 3.33
C 0.34 -2.92 1.07
H -2.02 -1.33 -0.51
H -3.37 0.07 1.12
H 3.49 -0.99 -1.70
H 1.90 -0.60 -2.43
H 2.04 -1.92 -1.22
H 4.21 1.39 -0.78
H 3.07 2.56 -0.06
H 2.87 2.04 -1.77
H 4.25 -0.33 0.83
H 2.95 -1.43 1.39
H 3.09 0.23 2.07
H -2.12 3.60 -2.83
H -2.52 3.49 -1.09
H -2.79 2.08 -2.15
H 0.55 4.49 -2.22
H 1.50 3.70 -0.93
H -0.02 4.53 -0.52
H -0.13 2.52 -3.98
H -0.28 0.81 -3.46
H 1.27 1.67 -3.24
H -1.93 -2.73 2.91
H -2.67 -1.96 1.46
H -2.38 -0.99 2.95
H 0.54 -2.07 3.88
H 0.14 -0.32 3.91
H 1.67 -0.88 3.15
H 0.07 -3.69 1.80
H 1.43 -2.91 0.94
H -0.14 -3.15 0.11
C 1.95 -5.70 -1.82
C 2.15 -6.55 -2.94
C 1.04 -7.24 -3.45
C -0.22 -7.12 -2.84
C -0.36 -6.38 -1.66
C 0.74 -5.72 -1.11
O 2.86 -4.73 -1.44
H 3.65 -4.78 -1.99
H 3.14 -6.63 -3.41
H 1.16 -7.87 -4.34
H -1.09 -7.63 -3.28
H -1.32 -6.30 -1.16
H 0.68 -5.16 -0.17
C -3.17 4.62 3.54
N -2.58 3.76 2.50
C -1.24 3.74 2.24
S -0.42 2.20 2.31
N -0.56 4.86 1.98
C -1.14 6.20 1.76
H -2.47 5.36 3.92
H -3.50 3.99 4.37
H -4.04 5.15 3.12
H -2.91 2.79 2.57
H 0.42 4.69 1.73
H -0.99 6.85 2.64
H -0.65 6.66 0.90
H -2.22 6.12 1.58
*
```

energy relative to the best compared isomer or geometry (same formula, charge and spin)	0.89	kcal/mol
E_HOMO	-14.0	eV

Below is a 13-piece molecular cluster, C13H52N10O13 overall in a non-equilibrium geometry, with properties calculated with wB97M-V/def2-TZVPD.

The geometry in ORCA input format:
```
! RIJCOSX wB97M-V def2-TZVPD def2/J DEFGRID3
* xyz 0 1
C -19.72 10.08 6.98
O -21.00 10.54 6.54
H -19.98 9.38 7.78
H -19.19 9.64 6.14
H -19.14 10.85 7.49
H -21.06 11.49 6.70
C -19.37 12.55 10.22
O -18.05 12.14 10.55
H -20.07 11.72 10.24
H -19.75 13.31 10.91
H -19.33 12.92 9.19
H -17.38 12.69 10.13
C -23.32 10.55 10.24
O -24.54 11.25 10.27
H -22.94 10.18 11.19
H -23.49 9.61 9.71
H -22.50 11.10 9.76
H -24.68 11.70 9.43
C -21.69 15.21 12.12
O -21.01 15.50 10.90
H -21.29 15.85 12.91
H -22.76 15.43 12.09
H -21.51 14.17 12.38
H -20.22 16.05 10.97
C -17.76 17.32 10.27
O -18.42 16.11 10.03
H -16.72 17.22 9.95
H -18.20 18.17 9.73
H -17.83 17.52 11.34
H -17.81 15.38 10.13
C -20.34 10.80 13.55
O -20.15 9.68 12.68
H -20.03 11.68 12.98
H -21.41 10.90 13.73
H -19.87 10.78 14.53
H -19.32 9.24 12.90
C -16.89 14.45 7.24
O -15.86 14.18 6.30
H -16.70 15.27 7.94
H -17.87 14.60 6.78
H -16.99 13.68 8.00
H -15.70 15.00 5.81
C -14.77 10.26 8.93
O -15.64 11.27 9.49
H -14.59 10.52 7.88
H -13.88 10.31 9.55
H -15.16 9.25 8.92
H -16.51 10.97 9.19
C -22.44 13.48 7.79
O -21.23 13.40 7.52
N -23.33 13.47 6.77
N -22.91 13.86 9.00
H -22.90 13.47 5.86
H -24.30 13.64 6.95
H -23.90 13.86 9.09
H -22.29 14.16 9.74
C -18.71 14.19 15.11
O -19.74 13.56 15.12
N -18.11 14.88 16.17
N -17.94 14.36 13.99
H -17.22 15.32 16.14
H -18.50 14.64 17.07
H -18.34 13.99 13.14
H -17.04 14.80 14.05
C -18.53 8.41 8.87
O -17.71 9.31 8.67
N -18.39 7.15 8.43
N -19.59 8.54 9.72
H -17.54 6.96 7.91
H -18.94 6.33 8.58
H -19.65 9.35 10.32
H -20.08 7.69 9.89
C -15.76 10.15 13.20
O -15.51 9.93 14.40
N -16.69 11.03 12.81
N -15.00 9.57 12.24
H -17.09 11.52 13.58
H -16.97 11.16 11.85
H -15.02 10.12 11.39
H -14.37 8.82 12.43
C -15.13 14.45 11.65
O -16.09 14.66 10.91
N -14.56 13.22 11.66
N -14.62 15.24 12.62
H -13.89 13.00 12.38
H -14.94 12.46 11.12
H -14.89 16.21 12.50
H -13.88 14.99 13.24
*
```

energy relative to the best compared isomer or geometry (same formula, charge and spin)	25.29	kcal/mol
E_HOMO	-9.1	eV

Below is a 2-piece molecular cluster, C4H12 overall in a non-equilibrium geometry, with properties calculated with wB97M-V/def2-TZVPD.

The geometry in ORCA input format:
```
! RIJCOSX wB97M-V def2-TZVPD def2/J DEFGRID3
* xyz 0 1
C -0.27 1.97 -1.26
C -0.57 1.34 -2.60
H -1.25 2.61 -1.15
H -0.06 1.17 -0.66
H 0.46 2.75 -1.06
H 0.28 0.99 -3.06
H -0.73 2.17 -3.35
H -1.49 0.69 -2.67
C 0.61 -2.48 1.98
C 0.32 -1.00 2.06
H 0.13 -2.85 1.04
H 1.67 -2.76 1.87
H -0.03 -2.81 2.78
H 1.28 -0.44 1.88
H 0.04 -0.71 3.02
H -0.40 -0.65 1.18
*
```

energy relative to the best compared isomer or geometry (same formula, charge and spin)	38.07	kcal/mol
E_HOMO	-11.2	eV
structure (SMILES)	CC.CC